A 2-piece molecular cluster, C6H12O overall, computed with wB97M-V/def2-TZVPD.

```
19
Properties=species:S:1:pos:R:3:mulliken_charge:R:1
C -1.316 -1.297 -0.542 -0.608
C -1.826 -0.124 -0.169 -0.162
C -1.077 1.171 -0.010 -0.457
C 0.346 1.073 -0.540 -0.685
C 1.217 0.075 0.216 0.633
C 2.304 -0.606 -0.582 -1.196
O 1.129 -0.087 1.414 -0.547
H -0.336 -1.429 -0.999 0.135
H -1.873 -2.211 -0.370 0.265
H -2.875 -0.103 0.121 0.338
H -1.041 1.393 1.066 0.185
H -1.615 2.011 -0.468 0.367
H 0.867 2.034 -0.444 0.429
H 0.321 0.826 -1.607 0.323
H 2.967 0.179 -0.962 0.340
H 1.918 -1.151 -1.451 0.319
H 2.866 -1.280 0.065 0.331
H -0.620 -0.172 2.625 -0.146
H -1.356 -0.300 2.638 0.135
```

Calculated values
**Spin multiplicity**: 1
**SMILES**: C=CCCC(C)=O.[H][H]
**Frontier orbital gap**: 10.59 eV
**LUMO**: 0.965 eV
**Energy relative to the best compared isomer or geometry (same formula, charge and spin)**: 187.7 kJ/mol

A 5-piece molecular cluster, C24H57N7O4 overall, computed with wB97M-V/def2-TZVPD.

```
92
Properties=species:S:1:pos:R:3:mulliken_charge:R:1
C -1.933 1.253 2.699 -0.574
C -2.816 0.071 3.353 -0.470
C -3.255 -1.087 2.324 -0.598
C -2.079 -1.637 1.374 -0.298
N -1.448 -2.810 2.069 -0.421
C 0.035 -2.845 1.911 0.342
C 0.571 -4.228 2.562 -0.131
N 1.016 -5.198 3.161 -0.481
C 0.809 -1.577 2.543 -0.298
C 1.519 -0.751 1.333 0.238
N 2.027 -0.328 0.311 -0.531
H -1.678 1.989 3.561 0.336
H -0.928 0.868 2.285 0.113
H -2.500 1.844 1.881 0.014
H -2.322 -0.330 4.323 0.283
H -3.802 0.575 3.709 0.335
H -3.670 -1.977 2.943 0.274
H -4.144 -0.735 1.671 0.269
H -2.602 -2.038 0.415 0.314
H -1.344 -0.836 1.015 0.096
H -1.796 -3.641 1.544 0.283
H 0.291 -2.865 0.789 0.366
H 1.608 -1.889 3.314 0.438
H 0.103 -0.848 3.106 0.139
C -3.173 1.278 -1.245 -0.476
O -4.528 1.641 -1.036 -0.422
C -4.772 3.045 -1.043 0.015
C -4.892 3.664 -2.452 0.357
C -3.551 3.839 -3.159 -1.548
N -5.785 2.877 -3.312 -0.733
H -2.479 1.997 -0.799 0.334
H -2.976 1.167 -2.313 0.307
H -3.011 0.304 -0.780 -0.038
H -5.733 3.179 -0.535 -0.286
H -4.025 3.571 -0.435 0.448
H -5.326 4.663 -2.332 0.398
H -3.159 2.901 -3.558 0.296
H -3.657 4.522 -4.008 0.368
H -2.803 4.264 -2.484 0.347
H -6.709 2.847 -2.882 0.294
H -5.470 1.907 -3.269 0.351
C 4.465 -4.382 2.273 -0.630
O 5.820 -4.706 2.016 -0.431
C 6.278 -4.236 0.756 -0.831
C 6.670 -2.747 0.751 1.048
C 5.468 -1.808 0.744 -1.655
N 7.534 -2.410 1.890 -0.716
H 3.854 -4.401 1.365 0.299
H 4.403 -3.405 2.757 0.189
H 4.067 -5.118 2.973 0.319
H 7.172 -4.825 0.526 0.363
H 5.548 -4.463 -0.032 0.402
H 7.234 -2.561 -0.171 -0.030
H 4.990 -1.725 1.722 0.293
H 5.778 -0.797 0.459 0.396
H 4.716 -2.138 0.021 0.348
H 8.381 -2.973 1.835 0.299
H 7.071 -2.753 2.733 0.313
C -8.545 4.454 -0.444 -0.792
O -8.035 3.238 0.080 -0.224
C -8.360 3.001 1.446 -0.845
C -9.777 2.432 1.676 0.344
C -10.884 3.472 1.536 -1.384
N -10.059 1.310 0.771 -0.738
H -8.558 5.252 0.304 0.362
H -9.545 4.297 -0.853 0.250
H -7.899 4.761 -1.269 0.233
H -7.637 2.256 1.796 0.312
H -8.188 3.903 2.047 0.477
H -9.813 2.057 2.705 0.402
H -11.104 3.716 0.495 0.286
H -11.813 3.096 1.975 0.350
H -10.622 4.397 2.058 0.343
H -9.375 0.574 0.939 0.273
H -9.847 1.624 -0.177 0.323
C 9.631 -0.711 -1.289 -0.775
O 8.558 -1.280 -2.023 -0.192
C 8.312 -0.663 -3.284 -0.815
C 9.251 -1.131 -4.417 0.358
C 10.652 -0.533 -4.336 -1.375
N 9.359 -2.595 -4.456 -0.746
H 9.706 0.370 -1.439 0.317
H 10.570 -1.200 -1.556 0.256
H 9.452 -0.903 -0.230 0.277
H 7.290 -0.947 -3.555 0.330
H 8.314 0.430 -3.186 0.408
H 8.810 -0.795 -5.363 0.405
H 11.270 -1.006 -3.571 0.282
H 11.174 -0.664 -5.289 0.341
H 10.610 0.540 -4.127 0.340
H 8.431 -2.988 -4.611 0.269
H 9.598 -2.907 -3.514 0.325
```

Calculated values
**Spin multiplicity**: 1
**SMILES**: CCCCN[C@H](C#N)CC#N.COC[C@@H](C)N.COC[C@@H](C)N.COC[C@@H](C)N.COC[C@@H](C)N
**Frontier orbital gap**: 9.45 eV
**LUMO**: 0.399 eV

C6H6N as an isolated structure, computed with wB97M-V/def2-TZVPD.

```
13
Properties=species:S:1:pos:R:3:mulliken_charge:R:1
C -1.342 -0.528 -0.562 -0.286
C -0.577 0.384 -1.250 -0.411
C 1.474 1.426 0.111 -0.037
C -0.657 -1.086 0.630 -0.627
C 0.667 -0.372 0.750 -0.131
C 0.744 0.402 -0.543 0.499
N 0.986 0.948 1.219 -0.341
H -2.431 -0.589 -0.961 0.342
H -0.802 1.066 -2.055 0.437
H 2.044 2.374 -0.179 0.354
H -1.267 -0.988 1.485 0.407
H -0.289 -2.091 0.342 0.315
H 1.451 -0.947 1.012 0.478
```

Calculated values
**Spin multiplicity**: 1
**Net charge**: +1
**Frontier orbital gap**: 9.08 eV
**LUMO**: -6.269 eV
**Energy relative to the best compared isomer or geometry (same formula, charge and spin)**: 203.7 kJ/mol

C68H81GeN3O6Sc as an isolated structure, computed with wB97M-V/def2-TZVPD.

```
160
Properties=species:S:1:pos:R:3:lowdin_spin:R:1
Sc -1.106 -0.542 -0.777 0.000
C -0.102 -3.697 -1.406 0.007
O -0.456 -2.639 -0.501 0.007
C 0.010 -2.976 0.780 0.001
C 1.364 -2.883 1.088 0.008
C 2.458 -2.327 0.202 0.052
C 2.364 -1.452 -1.034 0.392
C 3.319 -1.857 -1.984 0.015
C 3.962 -1.039 -2.872 0.267
C 3.515 0.380 -2.843 0.031
C 2.837 0.956 -0.545 0.022
C 2.912 1.024 0.968 0.001
C 1.727 1.852 1.420 0.000
C 1.834 3.234 1.339 0.000
C 0.741 4.070 1.493 0.000
C -0.463 3.478 1.844 0.000
C -0.610 2.104 2.011 0.000
C -2.015 1.641 2.349 0.000
C -2.269 0.268 2.900 0.000
C -2.534 0.074 4.241 0.000
C -2.864 -1.176 4.750 0.000
C -2.836 -2.255 3.872 0.000
C -2.572 -2.097 2.524 0.000
C -2.369 -3.295 1.618 0.000
C -0.881 -3.501 1.722 0.001
C -0.381 -4.046 2.897 0.000
C 0.969 -4.033 3.207 0.000
C 1.814 -3.413 2.297 0.001
C 1.510 -4.610 4.506 0.000
C 2.377 -3.560 5.216 0.000
C 2.373 -5.833 4.171 0.000
C 0.394 -5.040 5.463 0.000
C -2.336 -0.811 1.996 0.000
O -2.209 -0.618 0.702 0.000
C -3.258 -1.383 6.205 0.000
C -4.616 -2.100 6.255 0.000
C -2.196 -2.242 6.905 0.000
C -3.397 -0.060 6.965 0.000
C 0.494 1.283 1.761 0.000
O 0.380 -0.098 1.890 0.000
C 0.681 -0.512 3.210 0.000
C 0.829 5.573 1.279 0.000
C 2.150 5.995 0.627 0.000
C 0.708 6.266 2.641 0.000
C -0.318 6.022 0.362 0.000
C 1.813 -0.022 -1.175 0.040
O 0.528 0.231 -0.777 0.005
C 5.059 -1.469 -3.814 0.032
C 6.271 -0.540 -3.646 0.012
C 4.550 -1.363 -5.261 0.019
C 5.521 -2.907 -3.562 0.001
H -0.457 -4.659 -1.014 0.000
H 0.983 -3.732 -1.540 0.004
H -0.586 -3.497 -2.361 0.000
H 3.021 -3.219 -0.112 0.000
H 3.143 -1.805 0.888 0.020
H 3.626 -2.895 -1.945 -0.005
H 3.806 0.953 -3.727 0.001
H 3.848 1.505 1.265 0.000
H 2.869 0.028 1.400 0.001
H 2.806 3.653 1.142 0.000
H -1.330 4.104 1.996 0.000
H -2.571 1.663 1.406 0.000
H -2.445 2.385 3.029 0.000
H -2.481 0.934 4.891 0.000
H -3.026 -3.253 4.246 0.000
H -2.678 -3.059 0.596 0.000
H -2.925 -4.160 1.981 0.000
H -1.084 -4.474 3.587 0.000
H 2.873 -3.351 2.504 0.001
H 3.278 -3.362 4.644 0.000
H 2.676 -3.928 6.195 0.000
H 1.832 -2.627 5.347 0.000
H 3.195 -5.549 3.521 0.000
H 1.778 -6.588 3.662 0.000
H 2.786 -6.272 5.075 0.000
H -0.264 -4.208 5.700 0.000
H 0.830 -5.399 6.392 0.000
H -0.190 -5.852 5.037 0.000
H -4.560 -3.084 5.797 0.000
H -5.360 -1.517 5.716 0.000
H -4.947 -2.223 7.284 0.000
H -2.206 -3.256 6.514 0.000
H -2.384 -2.284 7.976 0.000
H -1.205 -1.820 6.744 0.000
H -4.099 0.598 6.458 0.000
H -2.439 0.444 7.055 0.000
H -3.777 -0.251 7.966 0.000
H 0.255 0.175 3.948 0.000
H 1.766 -0.565 3.374 0.000
H 0.238 -1.494 3.353 0.000
H 2.997 5.771 1.270 0.000
H 2.143 7.069 0.457 0.000
H 2.283 5.500 -0.333 0.000
H 1.492 5.923 3.311 0.000
H -0.252 6.046 3.098 0.000
H 0.801 7.343 2.527 0.000
H -0.356 5.405 -0.535 0.000
H -0.171 7.056 0.062 0.000
H -1.280 5.957 0.863 0.000
H 6.004 0.491 -3.856 0.000
H 7.064 -0.836 -4.330 0.002
H 6.659 -0.593 -2.632 0.001
H 4.201 -0.357 -5.475 0.000
H 3.724 -2.051 -5.422 0.001
H 5.353 -1.600 -5.957 0.003
H 5.885 -3.030 -2.544 0.000
H 6.332 -3.160 -4.241 0.000
H 4.713 -3.612 -3.739 0.000
N -3.581 -0.074 -1.666 0.000
C -3.791 -1.354 -2.345 0.000
C -2.428 -1.869 -2.885 0.000
O -2.393 -2.909 -3.519 0.000
O -1.419 -1.144 -2.584 0.001
H -4.325 0.099 -0.995 0.000
H -3.613 0.684 -2.345 0.000
H -4.516 -1.312 -3.171 0.000
H -4.145 -2.098 -1.626 0.000
C 0.183 3.806 -4.424 0.000
Ge -0.215 1.976 -3.659 0.001
C -0.498 0.603 -5.057 0.000
C 0.561 0.272 -5.890 0.000
C 0.390 -0.627 -6.927 0.000
C -0.849 -1.209 -7.140 0.000
C -1.909 -0.897 -6.306 0.000
C -1.731 0.006 -5.275 0.000
C -1.922 2.437 -2.657 0.001
C -1.966 2.512 -1.286 0.000
C -3.075 3.086 -0.633 0.000
C -4.175 3.484 -1.336 0.000
C -4.210 3.348 -2.739 0.000
C -5.355 3.702 -3.482 0.000
C -5.357 3.617 -4.846 0.000
C -4.204 3.190 -5.522 0.000
C -3.082 2.843 -4.823 0.000
C -3.050 2.874 -3.412 0.000
H -0.455 4.048 -5.267 0.000
H 1.219 3.872 -4.742 0.000
H 0.024 4.577 -3.674 0.000
H 1.524 0.732 -5.712 0.000
H 1.224 -0.865 -7.574 0.000
H -0.989 -1.904 -7.955 0.000
H -2.874 -1.360 -6.460 0.000
H -2.570 0.242 -4.635 0.000
H -1.108 2.190 -0.692 0.000
H -3.052 3.246 0.432 0.000
H -5.021 3.936 -0.833 0.000
H -6.230 4.036 -2.942 0.000
H -6.237 3.883 -5.410 0.000
H -4.207 3.138 -6.601 0.000
H -2.196 2.528 -5.349 0.000
N 2.089 2.729 -2.284 0.002
C 3.012 2.257 -1.301 0.014
C 3.934 1.115 -1.575 0.016
C 1.988 0.361 -2.681 0.016
N 1.463 1.644 -3.014 0.003
H 1.361 3.235 -1.777 0.000
H 3.434 3.088 -0.754 0.001
H 4.983 1.167 -1.322 0.000
H 1.499 -0.377 -3.320 0.000
```

Calculated values
**<S²>**: 0.778
**Spin multiplicity**: 2
**Frontier orbital gap (spin up / spin down)**: 7.04 / 7.19 eV
**LUMO (spin up / spin down)**: 0.358 / 0.120 eV
**Energy relative to the best compared isomer or geometry (same formula, charge and spin)**: 401.6 kJ/mol